(1)
Here is a 12-piece molecular cluster, C54H135N9O12 overall from OMol25. Energies are from wB97M-V/def2-TZVPD.

Results
E_HOMO   -0.2979 Eh
SMILES string   CC1(C)CCCC(C)(C)N1O.CC1(C)CCCC(C)(C)N1O.CC1(C)CCCC(C)(C)N1O.COC[C@H](C)N.COC[C@H](C)N.COC[C@H](C)N.COC[C@H](C)N.COC[C@H](C)N.COC[C@H](C)N.CO.CO.CO
LUMO   0.293 eV
F_max   2.7 eV Å⁻¹
Calculated total energy   -96157.4731 eV

ORCA input file:
```
! RIJCOSX wB97M-V def2-TZVPD def2/J DEFGRID3
* xyz 0 1
C -0.06164 -1.72831 0.65272
C 0.01237 -0.19119 0.46326
C 0.28454 0.37419 1.88040
C 1.15953 0.15634 -0.47439
C 1.13538 1.63824 -0.83365
C -0.20680 1.98361 -1.46566
C -1.42263 1.62900 -0.59616
C -1.59551 2.73681 0.47070
C -2.65002 1.67781 -1.56634
N -1.26622 0.26172 -0.11540
O -2.41370 -0.13621 0.60967
H -0.09137 -2.17444 -0.34831
H 0.82937 -2.22971 1.03360
H -0.89378 -1.87493 1.33799
H -0.33251 -0.10745 2.64341
H 1.28671 0.30688 2.30760
H -0.01532 1.41775 1.78398
H 2.18139 -0.15400 -0.24469
H 0.99788 -0.43526 -1.38768
H 1.33919 2.34527 -0.02477
H 1.91887 1.78824 -1.58254
H -0.16956 1.50450 -2.44920
H -0.21200 3.04529 -1.73306
H -2.14478 3.55006 -0.00295
H -0.58945 3.05059 0.74968
H -2.20077 2.49313 1.34521
H -3.39315 0.96697 -1.20063
H -2.32679 1.30177 -2.53784
H -3.14499 2.63823 -1.68830
H -2.57235 -1.02146 0.18711
C 2.14390 -8.61929 -4.43561
C 0.82970 -8.18732 -3.75194
C -0.36146 -8.88004 -4.40360
C 0.81897 -8.76660 -2.29830
C 1.47974 -7.92602 -1.24039
C 1.02815 -6.46469 -1.30217
C 1.21028 -5.84124 -2.68022
C 0.36720 -4.57778 -2.71483
C 2.68959 -5.45469 -2.97010
N 0.66708 -6.75091 -3.68756
O 0.59583 -6.21133 -4.99332
H 2.24311 -8.26092 -5.45837
H 2.99734 -8.20037 -3.88972
H 2.36929 -9.68267 -4.33220
H -1.29268 -8.58825 -3.90214
H -0.52961 -8.58440 -5.44061
H -0.37977 -9.96099 -4.26659
H -0.22263 -8.87660 -1.98159
H 1.35505 -9.71634 -2.27645
H 1.31035 -8.34869 -0.24523
H 2.55814 -8.12005 -1.33511
H 1.58851 -5.85624 -0.59224
H -0.04096 -6.54573 -1.09277
H 0.31752 -4.05787 -3.67318
H 0.88645 -3.89615 -2.02459
H -0.64829 -4.53856 -2.31007
H 2.76906 -5.11629 -4.00420
H 3.28635 -6.36684 -2.99062
H 3.07199 -4.68291 -2.30609
H -0.31781 -5.90810 -5.05837
C -0.75560 8.68150 4.47649
C -1.19538 9.04989 3.08380
C -2.41581 9.96446 3.12844
C -0.09389 9.95965 2.49037
C 1.14828 9.21070 2.02589
C 0.76863 8.09865 1.03674
C -0.28438 7.12001 1.57508
C -0.88851 6.41060 0.38427
C 0.20614 6.06932 2.57330
N -1.42300 7.88795 2.19136
O -2.28412 6.95986 2.83623
H -0.34881 9.50150 5.06801
H -1.55046 8.13803 4.99252
H 0.08719 7.98355 4.47842
H -3.31699 9.41616 3.43021
H -2.34134 10.67742 3.95595
H -2.63992 10.55595 2.24331
H -0.43695 10.75604 1.82503
H 0.37485 10.62753 3.22807
H 1.89811 9.87487 1.59272
H 1.66782 8.73900 2.86499
H 1.65707 7.53302 0.74089
H 0.44361 8.56044 0.10165
H -1.60018 5.60873 0.58544
H -0.08566 5.82097 -0.07841
H -1.33566 7.14517 -0.28466
H -0.16161 6.10120 3.59742
H 1.29508 6.07678 2.69237
H -0.01785 5.03514 2.29641
H -3.14095 7.19904 2.46601
C -3.16109 -4.68000 4.27299
O -2.09167 -5.09958 3.46248
C -1.00567 -5.74856 4.08965
C 0.12448 -4.71674 4.37825
C 0.63309 -4.12325 3.08778
N 1.19917 -5.33366 5.13719
H -3.35663 -5.39945 5.08065
H -4.02814 -4.50018 3.65062
H -2.90936 -3.81649 4.90434
H -1.40680 -6.00072 5.08073
H -0.62007 -6.61771 3.55629
H -0.42105 -3.90398 4.86187
H 1.18437 -3.18405 3.13621
H -0.17702 -3.91034 2.38366
H 1.19689 -4.84239 2.48075
H 0.87496 -5.60309 6.06022
H 1.63910 -6.17258 4.78367
C 7.22312 -3.16332 -2.07858
O 6.39733 -2.31038 -1.31749
C 6.28361 -2.58051 0.07811
C 5.08688 -3.51131 0.34191
C 3.69849 -2.99649 -0.03438
N 5.07986 -3.87080 1.75594
H 6.58906 -3.82543 -2.67850
H 7.93288 -3.78285 -1.52450
H 7.78563 -2.52931 -2.76732
H 7.16392 -3.14554 0.39022
H 6.14907 -1.63778 0.60783
H 5.33153 -4.37704 -0.28484
H 3.43554 -2.13190 0.58164
H 2.91061 -3.74517 -0.01893
H 3.78011 -2.56244 -1.03693
H 5.93406 -3.64690 2.25601
H 4.37330 -3.39652 2.30445
C -3.38589 -0.08068 7.68631
O -2.16354 0.48715 7.21549
C -1.33532 -0.51011 6.65856
C -0.12266 0.17403 5.96049
C 0.87048 -0.91915 5.74061
N 0.51079 1.20129 6.81488
H -4.13784 -0.02154 6.89530
H -3.67473 0.57622 8.50967
H -3.30282 -1.09326 8.08626
H -1.02074 -1.20764 7.44617
H -1.89547 -1.06460 5.89048
H -0.52439 0.74624 5.12431
H 0.37496 -1.65702 5.09587
H 1.23296 -1.34738 6.67301
H 1.74934 -0.56730 5.19089
H 1.22510 0.78188 7.41139
H 1.15715 1.75843 6.25589
C -3.01099 -2.13887 -5.54058
O -3.65178 -2.55574 -4.33516
C -2.88426 -2.28812 -3.18865
C -3.60023 -2.85708 -1.96346
C -5.01384 -2.25887 -1.86793
N -2.91700 -2.50646 -0.71438
H -1.93446 -2.31315 -5.48796
H -3.24368 -1.08586 -5.69810
H -3.39718 -2.74816 -6.35425
H -1.87208 -2.71839 -3.18169
H -2.68596 -1.21458 -3.09535
H -3.66171 -3.94835 -2.00540
H -4.99247 -1.16796 -1.88887
H -5.43761 -2.62014 -0.92933
H -5.66769 -2.51344 -2.70156
H -3.27674 -3.16734 -0.02528
H -1.93961 -2.80181 -0.73515
C 3.66698 -3.48454 -6.53087
O 4.01007 -2.43122 -5.65965
C 3.16313 -2.11967 -4.56251
C 3.64468 -0.78437 -3.96410
C 3.45605 0.33572 -5.00076
N 5.07898 -0.85338 -3.68578
H 3.51084 -4.33369 -5.85204
H 4.45923 -3.63145 -7.25673
H 2.71172 -3.35739 -7.05700
H 2.21948 -2.02517 -5.11780
H 3.13099 -2.86330 -3.76166
H 3.09507 -0.59651 -3.03951
H 2.47832 0.35151 -5.48468
H 4.24569 0.33190 -5.75117
H 3.58263 1.30984 -4.51937
H 5.28064 -1.44371 -2.88434
H 5.44106 -1.31992 -4.51478
C 0.28061 4.69841 -4.34106
O -1.11635 4.86409 -4.24977
C -1.59163 5.98977 -3.56715
C -3.09832 5.86107 -3.46222
C -3.75060 5.66487 -4.84369
N -3.72671 7.05177 -2.87374
H 0.91740 5.14427 -3.57788
H 0.61393 5.18450 -5.27410
H 0.47753 3.66978 -4.64166
H -1.17534 6.05535 -2.54846
H -1.26295 6.95491 -3.98048
H -3.27992 4.96336 -2.85765
H -3.40447 4.72839 -5.27377
H -3.48657 6.52042 -5.46605
H -4.83392 5.64905 -4.72031
H -3.69972 7.05088 -1.85877
H -4.71317 6.99409 -3.09658
C 3.64756 4.19449 2.12951
O 4.78389 4.99340 1.84875
H 2.75843 4.79659 1.94902
H 3.53078 3.40713 1.37883
H 3.60966 3.79338 3.14141
H 5.51589 4.45984 1.53399
C -5.25085 4.37726 2.97837
O -4.53814 4.66935 1.77437
H -5.85221 5.24140 3.25995
H -5.80448 3.47474 2.71908
H -4.60996 4.26107 3.85980
H -4.07210 3.86868 1.51582
C -4.88326 0.24225 3.01927
O -4.87809 1.08955 1.87035
H -5.94229 0.07633 3.21966
H -4.22853 -0.61956 2.89250
H -4.48280 0.76029 3.89878
H -4.29053 0.70971 1.20820
*
```

---

(2)
Here is a 11-piece molecular cluster, C54H137N11O11 overall from OMol25. Energies are from wB97M-V/def2-TZVPD.

Results
E_HOMO   -0.2881 Eh
SMILES string   CC1(C)CCCC(C)(C)N1O.CC1(C)CCCC(C)(C)N1O.COC[C@H](C)N.COC[C@H](C)N.COC[C@H](C)N.COC[C@H](C)N.COC[C@H](C)N.COC[C@H](C)N.COC[C@H](C)N.COC[C@H](C)N.COC[C@H](C)N
LUMO   0.448 eV
F_max   3.5 eV Å⁻¹
Calculated total energy   -97122.1587 eV

ORCA input file:
```
! RIJCOSX wB97M-V def2-TZVPD def2/J DEFGRID3
* xyz 0 1
C -0.81546 -2.93894 -3.63844
C -1.65207 -3.00322 -4.85707
C -2.05618 -1.56722 -5.18319
C -0.77093 -3.36841 -6.07558
C -0.62191 -4.92015 -6.24860
C -1.97171 -5.58001 -6.23773
C -2.86830 -5.25943 -5.04395
C -4.25288 -5.77419 -5.48169
C -2.20004 -6.04521 -3.86196
N -2.88440 -3.83170 -4.83784
O -3.89701 -3.37308 -4.06406
H 0.08933 -2.33730 -3.72500
H -1.45305 -2.68861 -2.79056
H -0.39022 -3.89073 -3.32005
H -2.81121 -1.13407 -4.52713
H -1.18418 -0.91762 -5.10742
H -2.56520 -1.44015 -6.13863
H -1.14442 -2.88818 -6.98001
H 0.23022 -2.95629 -5.94926
H -0.03936 -5.06959 -7.15766
H 0.10643 -5.29386 -5.52890
H -2.01056 -6.66927 -6.24751
H -2.38326 -5.25554 -7.19348
H -4.21544 -6.75062 -5.96469
H -4.62335 -5.06340 -6.22035
H -4.95015 -5.73641 -4.64474
H -2.65336 -5.71770 -2.92636
H -1.11512 -5.94319 -3.83637
H -2.34864 -7.12342 -3.92089
H -3.52846 -3.58480 -3.20327
C 2.18605 -6.42504 1.36833
C 1.59943 -5.98898 -0.01903
C 0.65537 -7.16194 -0.53375
C 0.60676 -4.76473 0.12691
C 1.33685 -3.41053 0.11211
C 2.34972 -3.32565 -1.03469
C 3.34198 -4.51355 -1.04892
C 4.06827 -4.31279 -2.33025
C 4.38481 -4.30383 0.10115
N 2.55820 -5.71978 -1.12661
O 3.35741 -6.77153 -1.37911
H 3.24747 -6.66910 1.32460
H 2.01443 -5.61143 2.07309
H 1.74850 -7.26754 1.90391
H 0.25070 -6.93933 -1.52106
H 1.19667 -8.09377 -0.69737
H -0.16226 -7.29951 0.17382
H -0.10414 -4.77102 -0.69933
H -0.01562 -4.81564 1.02031
H 0.51500 -2.69657 0.05796
H 1.77728 -3.33181 1.10605
H 2.89601 -2.39095 -0.90813
H 1.78235 -3.38951 -1.96320
H 3.47315 -4.22914 -3.23961
H 4.76984 -5.14495 -2.38862
H 4.59047 -3.35808 -2.39293
H 5.15804 -5.06543 0.20204
H 3.88843 -4.18352 1.06408
H 4.84669 -3.34095 -0.11711
H 3.81534 -6.83865 -0.53805
C 1.35363 -3.18285 4.04800
O 0.15838 -2.37300 3.99462
C -0.50407 -2.29101 2.73391
C -1.80875 -1.57527 2.83569
C -2.74732 -2.11757 3.97276
N -2.59632 -1.74404 1.59939
H 1.92917 -2.74410 4.86309
H 2.08042 -3.24851 3.23833
H 1.10824 -4.20469 4.33734
H 0.12385 -1.76458 2.01510
H -0.65049 -3.32216 2.41239
H -1.50396 -0.53501 2.94998
H -3.69544 -1.58178 4.01843
H -2.43182 -2.13392 5.01597
H -3.03282 -3.11912 3.65109
H -3.32665 -1.06893 1.77531
H -2.09318 -1.43269 0.78085
C 1.44538 7.03094 -0.54178
O 0.71571 6.85944 0.70890
C -0.68735 6.66979 0.70747
C -1.26376 6.72296 2.11054
C -1.29954 8.08486 2.74315
N -0.62951 5.77134 3.04970
H 1.27824 6.22374 -1.25493
H 2.50409 7.16678 -0.32091
H 1.22646 7.94969 -1.08592
H -1.08833 7.43751 0.04571
H -0.97836 5.70619 0.28927
H -2.33626 6.53130 2.07736
H -0.28924 8.48699 2.81859
H -1.49283 8.02214 3.81404
H -1.98597 8.77706 2.25553
H 0.37267 5.88860 3.00511
H -0.75215 4.83609 2.68864
C -1.48748 8.24488 -2.90868
O -1.51287 6.81278 -3.18165
C -0.36793 6.34998 -3.96001
C -0.44833 4.80850 -4.36966
C -0.66420 3.86783 -3.13064
N 0.70497 4.34114 -5.10745
H -0.46664 8.58961 -2.74394
H -1.95677 8.46530 -1.94989
H -1.81897 8.87785 -3.73182
H -0.33149 7.08859 -4.76078
H 0.47947 6.49392 -3.28972
H -1.31442 4.54644 -4.97737
H -0.65909 2.82226 -3.43863
H -1.65630 4.05575 -2.72012
H -0.02850 4.14961 -2.29125
H 0.73317 3.35294 -5.31426
H 1.49056 4.47336 -4.48660
C -3.37261 -7.52540 1.80402
O -4.22983 -6.62278 1.09837
C -3.46282 -5.60502 0.47199
C -4.33139 -4.48768 -0.17038
C -5.31621 -5.04956 -1.21538
N -3.45224 -3.55176 -0.78783
H -2.68390 -8.04892 1.14092
H -3.91002 -8.31272 2.33262
H -2.77906 -7.02422 2.56862
H -2.78235 -5.08523 1.14643
H -2.76640 -5.99009 -0.27288
H -4.91576 -3.98345 0.59927
H -4.85582 -5.30105 -2.17084
H -6.17781 -4.40649 -1.39487
H -5.77591 -5.93462 -0.77558
H -2.86654 -3.29070 -0.00751
H -3.94953 -2.68618 -0.94141
C 3.73023 -1.13635 5.65475
O 2.87394 -0.35444 4.88625
C 2.38630 0.88364 5.42286
C 1.40827 1.64784 4.41420
C 0.63002 2.85554 5.03141
N 0.55717 0.68682 3.69592
H 4.12959 -1.75366 4.85005
H 3.21347 -1.72786 6.41051
H 4.49757 -0.56110 6.17280
H 1.87864 0.70737 6.37117
H 3.23236 1.54538 5.60828
H 2.07955 1.92869 3.60266
H -0.30179 2.92313 4.46994
H 1.20499 3.76185 4.84137
H 0.33370 2.66067 6.06210
H 1.26738 0.18717 3.18012
H 0.19828 -0.02532 4.31574
C -4.84340 3.37042 -0.45240
O -5.68714 2.28445 -0.62475
C -4.97249 1.14477 -1.10282
C -5.88032 -0.11095 -1.35871
C -6.37596 -0.76577 -0.01934
N -5.20643 -1.26772 -1.94100
H -4.00521 3.21088 0.22590
H -5.40196 4.19517 -0.00979
H -4.52211 3.83824 -1.38300
H -4.44244 1.37081 -2.02805
H -4.15566 0.86645 -0.43693
H -6.74245 0.28018 -1.89893
H -7.10024 -1.56693 -0.16656
H -6.85533 -0.01330 0.60683
H -5.49782 -1.23716 0.42198
H -5.23985 -1.23034 -2.94976
H -5.73537 -2.10147 -1.72843
C 4.37707 3.64759 0.46502
O 4.29330 2.25129 0.16304
C 4.49457 1.50397 1.34987
C 4.92759 0.15810 0.87042
C 5.34470 -0.78075 2.04361
N 6.16593 0.20257 0.12032
H 3.75605 3.80740 1.34644
H 4.19765 4.39323 -0.30952
H 5.35052 4.03406 0.76692
H 5.31768 1.88664 1.95333
H 3.67838 1.54196 2.07132
H 4.21162 -0.30893 0.19413
H 4.56377 -1.02186 2.76481
H 6.16961 -0.49201 2.69495
H 5.62882 -1.73903 1.60880
H 6.08555 1.07577 -0.38084
H 6.90775 0.33357 0.79310
C -1.40080 -0.69052 -1.01277
O -1.39079 0.59557 -0.48692
C -0.08616 0.97098 -0.17107
C -0.17888 2.42305 0.34416
C 1.09176 3.18329 0.51023
N -0.85016 2.32591 1.64698
H -0.89862 -1.29000 -0.25347
H -0.97362 -0.75758 -2.01333
H -2.45532 -0.95035 -1.10539
H 0.45964 0.35846 0.54658
H 0.57762 1.01354 -1.03460
H -0.78242 2.94856 -0.39589
H 1.29351 3.55862 1.51349
H 1.22412 3.91711 -0.28481
H 1.96019 2.52793 0.44350
H -0.32912 1.74891 2.29172
H -1.69250 1.77010 1.60657
C 6.25807 8.06946 2.90304
O 5.45692 7.07834 2.29069
C 4.07281 7.42044 2.21501
C 3.34518 7.09077 3.54908
C 2.83898 5.62100 3.70191
N 2.13819 7.89777 3.55612
H 6.09899 9.04613 2.44599
H 7.32069 7.83493 2.84024
H 6.01106 8.26087 3.94728
H 3.91114 8.48574 2.05041
H 3.54473 6.81246 1.48044
H 3.93349 7.41150 4.40880
H 2.26433 5.56804 4.62661
H 3.65601 4.95874 3.98820
H 2.22711 5.38117 2.83232
H 1.56758 7.64130 2.76320
H 2.33903 8.87443 3.39519
*
```